Density functional theory data (ωB97M-V with the def2-TZVPD basis set) for a 2-piece molecular cluster, C4H13N2O overall at a distorted geometry.

Geometry as XYZ:
```
20
Properties=species:S:1:pos:R:3:forces:R:3:mulliken_charge:R:1
C -2.556903 -0.400108 0.099358 -1.54 0.48 -0.55 -1.377
C -1.111361 -0.681478 0.369805 0.57 0.98 1.52 0.066
C -0.275917 -1.158631 -0.818910 -0.15 -0.63 2.10 -0.683
N 2.392751 0.167877 -0.146970 -0.85 1.17 -0.57 -0.395
C 1.601327 0.503874 -1.193854 1.78 -0.70 1.23 0.037
N 0.426118 0.005908 -1.406333 -0.69 -1.08 -2.22 -0.089
H -2.826905 0.480824 -0.517512 0.84 -0.26 -0.01 0.336
H -3.075605 -0.149593 1.037247 0.05 -0.61 -0.22 0.352
H -3.032201 -1.237464 -0.433138 -0.10 0.04 0.55 0.353
H -0.674971 0.278194 0.751082 -0.09 -0.94 -0.12 0.114
H -1.043996 -1.400885 1.224326 0.02 0.41 -0.81 0.296
H 0.408401 -1.941295 -0.420345 0.12 0.78 -0.69 0.278
H -0.982410 -1.666180 -1.499371 0.81 0.66 -0.43 0.464
H 3.322817 0.610794 -0.223162 -0.90 -0.39 0.66 0.295
H 1.892121 0.206933 0.767120 0.84 -0.45 -0.24 0.307
H 2.090822 1.209246 -1.869114 -0.74 -0.37 -0.50 0.387
H 0.091993 0.121699 -2.358273 0.02 0.77 0.18 0.312
H 1.289312 2.224152 1.664187 -0.05 0.05 0.13 0.303
H 0.966933 1.480174 2.959941 0.00 -0.13 0.01 0.294
O 1.097674 1.345960 2.013917 0.06 0.21 -0.02 -0.647
```
Forces are in eV/Å.

Output
Kohn-Sham gap = 11.18 eV
charge = +1
HOMO level = -14.8 eV
energy relative to the best compared isomer or geometry (same formula, charge and spin) = 35.6 kcal per mole